A structure of composition C47H39BLaN6O2S, computed with the ωB97M-V functional and the def2-TZVPD basis.

The geometry in ORCA input format:
```
! wB97M-V def2-TZVPD RIJCOSX def2/J DEFGRID3
* xyz -1 1
La -0.394 -0.456 0.150
C 2.976 4.168 2.182
C 2.663 2.727 1.946
C 3.500 1.637 2.079
C 2.706 0.537 1.742
N 1.477 0.928 1.429
N 1.450 2.285 1.557
B 0.180 3.103 1.208
N -1.042 2.592 1.997
N -1.663 1.419 1.685
C -2.633 1.257 2.576
C -2.648 2.320 3.487
C -1.611 3.140 3.088
C -1.142 4.420 3.696
C -3.526 0.083 2.499
C -3.810 -0.659 3.642
C -4.603 -1.793 3.552
C -5.118 -2.193 2.325
C -4.844 -1.451 1.186
C -4.053 -0.314 1.278
N -0.099 3.147 -0.320
N -0.523 2.065 -1.055
C -0.648 2.495 -2.306
C -0.309 3.847 -2.407
C 0.028 4.223 -1.127
C 0.458 5.565 -0.634
C -1.125 1.608 -3.392
C -0.852 0.249 -3.423
C -1.316 -0.549 -4.460
C -2.044 0.016 -5.496
C -2.321 1.378 -5.479
C -1.868 2.165 -4.433
C 3.048 -0.900 1.668
C 4.185 -1.288 0.962
C 4.472 -2.632 0.803
C 3.631 -3.592 1.355
C 2.503 -3.212 2.065
C 2.212 -1.860 2.224
H 3.973 4.247 2.616
H 2.270 4.640 2.864
H 2.973 4.745 1.256
H 4.529 1.634 2.396
H 0.394 4.231 1.558
H -3.335 2.483 4.300
H -1.772 4.655 4.554
H -1.188 5.254 2.997
H -0.112 4.346 4.048
H -3.370 -0.370 4.588
H -4.795 -2.381 4.441
H -5.709 -3.098 2.254
H -5.210 -1.762 0.217
H -3.832 0.246 0.377
H -0.299 4.457 -3.294
H 0.463 6.265 -1.469
H 1.460 5.546 -0.204
H -0.215 5.950 0.132
H -0.275 -0.257 -2.657
H -1.111 -1.611 -4.431
H -2.405 -0.601 -6.309
H -2.903 1.825 -6.276
H -2.103 3.222 -4.407
H 4.803 -0.531 0.493
H 5.330 -2.931 0.214
H 3.846 -4.643 1.206
H 1.824 -3.945 2.478
H 1.321 -1.578 2.774
O -0.551 -3.858 2.559
C -1.216 -3.244 1.744
O -1.172 -1.944 1.616
C -2.212 -3.941 0.839
C -2.689 -5.141 1.376
C -3.654 -5.897 0.740
C -4.143 -5.454 -0.484
C -3.659 -4.285 -1.038
C -2.692 -3.482 -0.407
S -2.220 -2.042 -1.367
H -2.275 -5.460 2.322
H -4.017 -6.817 1.182
H -4.898 -6.016 -1.022
H -4.026 -3.953 -2.001
C 4.886 0.865 -3.132
C 3.896 1.564 -2.403
C 2.861 0.879 -1.829
C 2.740 -0.535 -1.937
C 1.657 -1.217 -1.278
C 1.643 -2.581 -1.446
C 2.615 -3.300 -2.200
C 3.636 -2.632 -2.805
C 3.731 -1.216 -2.680
C 4.799 -0.492 -3.269
H 5.712 1.398 -3.587
H 3.956 2.642 -2.304
H 2.103 1.419 -1.269
H 0.858 -3.187 -0.986
H 2.547 -4.379 -2.290
H 4.387 -3.165 -3.380
H 5.548 -1.042 -3.829
*
```

Computed properties:
* E_HOMO: -4.644 eV
* energy relative to the best compared isomer or geometry (same formula, charge and spin): 0.00 kcal/mol
* lowest unoccupied orbital energy: 2.2 eV

=====

A cluster of 9 separate species, C36H44N6O9 in total in a non-equilibrium geometry, computed with the ωB97M-V functional and the def2-TZVPD basis.

The geometry in ORCA input format:
```
! wB97M-V def2-TZVPD RIJCOSX def2/J DEFGRID3
* xyz 0 1
C -0.737 -2.323 3.465
C -2.124 -2.774 3.050
C -3.061 -1.742 2.360
O -3.569 -2.475 1.242
C -2.963 -3.684 1.111
O -3.241 -4.467 0.240
O -2.082 -3.898 2.103
H -0.851 -1.353 3.922
H 0.000 -2.096 2.700
H -0.279 -3.036 4.139
H -2.634 -3.150 3.986
H -2.586 -0.859 1.935
H -3.847 -1.280 2.945
C 0.639 3.940 3.610
C 0.426 2.710 2.679
C 0.220 1.454 3.609
O -1.224 1.181 3.534
C -1.716 1.983 2.573
O -2.824 1.893 2.081
O -0.836 2.768 1.967
H 1.026 4.739 2.998
H 1.285 3.710 4.430
H -0.255 4.259 4.079
H 1.228 2.640 1.876
H 0.495 1.593 4.650
H 0.754 0.615 3.127
C 2.528 6.370 0.337
C 3.337 5.204 -0.171
C 4.774 5.476 -0.484
O 5.389 4.184 -0.345
C 4.645 3.528 0.554
O 4.875 2.465 1.016
O 3.481 4.211 0.857
H 1.423 6.216 0.392
H 2.624 7.237 -0.380
H 2.921 6.687 1.366
H 2.827 4.813 -1.032
H 5.162 6.196 0.190
H 4.919 5.701 -1.530
C 0.103 -5.099 -0.758
C 0.838 -5.876 -1.618
C 2.099 -5.449 -2.006
N 2.555 -4.239 -1.715
C 1.791 -3.441 -0.877
C 0.539 -3.840 -0.400
H -0.858 -5.445 -0.441
H 0.555 -6.900 -1.786
H 2.682 -6.113 -2.576
H 2.281 -2.566 -0.512
H 0.063 -3.236 0.343
C 0.751 -1.472 -3.331
C -0.022 -0.870 -4.274
C 0.488 0.258 -5.004
N 1.716 0.686 -4.806
C 2.471 0.037 -3.899
C 2.046 -1.001 -3.092
H 0.396 -2.405 -2.926
H -1.041 -1.322 -4.365
H -0.130 0.739 -5.740
H 3.534 0.344 -3.740
H 2.641 -1.429 -2.319
C 1.364 1.720 -0.492
C -0.010 1.636 -0.752
C -0.742 0.533 -0.247
N -0.161 -0.377 0.515
C 1.143 -0.344 0.700
C 1.961 0.719 0.250
H 1.991 2.486 -0.860
H -0.485 2.401 -1.395
H -1.830 0.501 -0.364
H 1.556 -1.119 1.314
H 3.048 0.722 0.468
C -5.194 -3.735 -3.177
C -4.463 -4.156 -4.256
C -3.193 -3.608 -4.430
N -2.613 -2.737 -3.556
C -3.349 -2.399 -2.528
C -4.620 -2.874 -2.275
H -6.155 -4.155 -3.070
H -4.886 -4.897 -4.962
H -2.621 -3.966 -5.248
H -3.014 -1.685 -1.767
H -5.161 -2.606 -1.396
C -5.891 2.468 0.084
C -6.407 3.319 -0.981
N -6.906 3.995 -1.777
H -5.014 1.868 -0.179
H -6.699 1.872 0.473
H -5.605 3.100 0.973
C 5.163 0.384 3.172
C 3.758 0.021 3.343
N 2.728 -0.355 3.632
H 5.724 -0.447 3.515
H 5.499 1.183 3.858
H 5.435 0.535 2.077
*
```

Computed properties:
* E_HOMO: -8.963 eV
* lowest unoccupied orbital energy: 0.2 eV

=====

A cluster of 6 separate species, C12H18N6 in total in a non-equilibrium geometry, computed with the ωB97M-V functional and the def2-TZVPD basis.

The geometry in ORCA input format:
```
! wB97M-V def2-TZVPD RIJCOSX def2/J DEFGRID3
* xyz 0 1
C -0.602 -2.984 -2.629
C -1.867 -3.240 -1.979
N -2.865 -3.504 -1.462
H -0.600 -3.947 -3.208
H 0.214 -2.933 -1.875
H -0.658 -2.070 -3.186
C -3.408 -0.073 -1.776
C -3.419 0.454 -0.431
N -3.405 0.958 0.593
H -2.975 0.680 -2.477
H -4.448 -0.396 -2.059
H -2.761 -0.955 -1.708
C 3.088 4.851 0.937
C 3.779 3.611 1.175
N 4.173 2.547 1.410
H 2.393 4.461 0.153
H 3.694 5.620 0.434
H 2.528 5.186 1.802
C 2.875 0.561 -1.681
C 2.225 1.836 -1.679
N 1.832 2.901 -1.819
H 3.473 0.397 -0.778
H 3.746 0.636 -2.329
H 2.185 -0.235 -1.939
C -1.785 -3.371 3.493
C -1.035 -2.142 3.733
N -0.444 -1.176 3.679
H -1.093 -4.225 3.741
H -2.096 -3.411 2.416
H -2.677 -3.406 4.058
C 0.026 0.844 1.308
C -0.134 0.002 0.133
N -0.143 -0.623 -0.846
H -0.944 1.339 1.538
H 0.823 1.604 1.117
H 0.307 0.203 2.140
*
```

Computed properties:
* E_HOMO: -11.406 eV
* energy relative to the best compared isomer or geometry (same formula, charge and spin): 15.09 kcal/mol
* lowest unoccupied orbital energy: 0.6 eV

=====

A cluster of 9 separate species, C18H56N2O9 in total in a non-equilibrium geometry, computed with the ωB97M-V functional and the def2-TZVPD basis.

The geometry in ORCA input format:
```
! wB97M-V def2-TZVPD RIJCOSX def2/J DEFGRID3
* xyz 0 1
C -2.778 -1.287 -0.725
O -1.668 -0.562 -0.178
C -0.547 -1.364 0.036
C 0.618 -0.500 0.543
C 0.270 0.431 1.715
N 1.095 0.360 -0.555
H -3.676 -0.683 -0.626
H -2.943 -2.103 -0.018
H -2.545 -1.554 -1.753
H -0.658 -2.258 0.662
H -0.190 -1.715 -0.943
H 1.519 -0.973 0.942
H -0.253 -0.121 2.496
H -0.290 1.311 1.401
H 1.232 0.735 2.117
H 1.253 -0.151 -1.426
H 0.278 0.930 -0.791
C 2.100 -2.887 -2.559
O 1.722 -1.550 -2.811
C 1.013 -1.233 -3.975
C 1.638 -0.018 -4.684
C 1.819 1.218 -3.807
N 0.717 0.284 -5.831
H 1.187 -3.479 -2.712
H 2.324 -3.130 -1.521
H 2.890 -3.250 -3.216
H 1.121 -2.030 -4.728
H -0.073 -1.133 -3.884
H 2.620 -0.213 -5.125
H 0.895 1.663 -3.427
H 2.351 1.966 -4.397
H 2.378 0.972 -2.906
H 0.926 -0.353 -6.594
H 1.091 1.190 -6.115
C 3.058 -4.986 1.079
C 2.570 -4.183 2.271
O 1.153 -4.111 2.143
H 4.138 -4.989 0.942
H 2.482 -4.842 0.169
H 2.838 -6.035 1.323
H 2.941 -3.152 2.156
H 2.974 -4.467 3.247
H 0.865 -3.408 2.738
C -4.236 0.316 -4.095
C -5.451 0.077 -4.941
O -5.358 -1.191 -5.604
H -4.389 1.242 -3.523
H -3.265 0.404 -4.574
H -4.254 -0.372 -3.244
H -5.543 0.924 -5.632
H -6.363 0.201 -4.354
H -5.211 -0.975 -6.529
C -1.908 0.118 4.967
C -1.122 1.410 5.113
O -1.684 2.405 4.276
H -1.356 -0.694 5.448
H -2.115 -0.102 3.922
H -2.815 0.176 5.570
H -0.060 1.338 4.823
H -1.047 1.650 6.186
H -1.099 3.161 4.403
C 5.180 3.660 2.251
C 5.309 2.239 2.661
O 4.060 1.558 2.441
H 5.283 3.698 1.162
H 5.947 4.315 2.672
H 4.207 4.131 2.389
H 5.690 2.036 3.662
H 6.024 1.748 1.989
H 3.917 1.453 1.494
C -5.355 1.371 1.591
C -4.531 2.651 1.700
O -5.295 3.612 2.441
H -5.135 0.788 2.489
H -5.013 0.670 0.824
H -6.422 1.526 1.459
H -4.162 3.036 0.743
H -3.648 2.538 2.344
H -4.894 4.475 2.304
O 2.555 -0.650 3.767
H 3.465 -0.742 4.065
H 2.547 0.195 3.298
O 2.695 2.484 0.007
H 2.200 3.156 -0.469
H 2.198 1.624 -0.173
*
```

Computed properties:
* E_HOMO: -9.651 eV
* energy relative to the best compared isomer or geometry (same formula, charge and spin): 16.05 kcal/mol
* lowest unoccupied orbital energy: 0.6 eV

=====

A structure of composition C42H66F3N7O4P2SbW in a non-equilibrium geometry, computed with the ωB97M-V functional and the def2-TZVPD basis.

The geometry in ORCA input format:
```
! wB97M-V def2-TZVPD RIJCOSX def2/J DEFGRID3
* xyz 3 3
W 1.252 0.645 0.367
C 2.622 3.911 2.088
C 1.184 3.643 1.632
N 1.036 2.945 0.331
C 1.736 3.614 -0.798
C 1.708 2.663 -1.996
N 2.219 1.329 -1.592
C 3.702 1.326 -1.649
C 4.355 -0.065 -1.642
C 3.561 -1.216 -1.017
N 2.909 -0.983 0.289
C 3.874 -0.888 1.394
C 4.321 0.558 1.596
N 3.160 1.483 1.588
C 3.679 2.866 1.706
H 2.598 4.021 3.173
H 2.962 4.871 1.702
H 0.659 4.604 1.606
H 0.662 3.020 2.369
H 0.030 3.065 0.106
H 2.768 3.844 -0.532
H 1.249 4.560 -1.062
H 2.306 3.091 -2.812
H 0.675 2.572 -2.359
H 1.903 0.665 -2.309
H 4.076 1.916 -0.812
H 4.034 1.842 -2.558
H 5.334 0.019 -1.167
H 4.556 -0.364 -2.674
H 4.252 -2.066 -0.936
H 2.775 -1.534 -1.697
H 2.358 -1.862 0.406
H 4.762 -1.499 1.191
H 3.410 -1.277 2.305
H 5.002 0.851 0.796
H 4.879 0.641 2.539
H 2.692 1.329 2.485
H 4.178 3.144 0.773
H 4.454 2.892 2.484
F -3.558 6.723 -0.837
C -3.010 5.519 -0.902
C -2.598 5.028 -2.131
C -2.044 3.764 -2.196
C -1.887 3.000 -1.050
C -2.308 3.516 0.173
C -2.883 4.768 0.257
Sb -1.247 0.932 -1.070
C -3.045 0.326 -0.059
C -4.275 0.745 -0.564
C -5.440 0.454 0.118
C -5.366 -0.250 1.313
F -6.478 -0.518 1.982
C -4.151 -0.676 1.832
C -2.990 -0.376 1.137
C -1.895 0.521 -3.095
C -1.334 1.138 -4.210
C -1.890 0.951 -5.464
C -3.014 0.146 -5.591
F -3.563 -0.006 -6.786
C -3.567 -0.505 -4.497
C -2.993 -0.320 -3.252
H -2.743 5.622 -3.018
H -1.784 3.360 -3.160
H -2.240 2.898 1.067
H -3.263 5.156 1.187
H -4.316 1.305 -1.488
H -6.401 0.775 -0.253
H -4.142 -1.221 2.766
H -2.023 -0.702 1.504
H -0.457 1.772 -4.133
H -1.481 1.425 -6.344
H -4.430 -1.140 -4.630
H -3.391 -0.858 -2.400
C -3.423 -3.592 -0.807
C -1.986 -3.804 -0.344
C -1.382 -5.080 -0.909
C -1.874 -3.817 1.175
O -1.282 -2.638 -0.890
P 0.186 -2.202 -0.609
O 1.216 -3.138 -0.116
O 0.100 -1.021 0.394
O 0.602 -1.404 -1.962
C 0.805 -2.114 -3.269
C 1.742 -3.312 -3.138
C 1.394 -1.054 -4.203
C -0.532 -2.617 -3.797
H -4.061 -4.388 -0.439
H -3.467 -3.582 -1.894
H -3.803 -2.644 -0.432
H -1.844 -5.938 -0.425
H -0.315 -5.100 -0.697
H -1.546 -5.162 -1.981
H -2.541 -4.570 1.586
H -2.161 -2.851 1.585
H -0.855 -4.071 1.459
H 2.791 -3.033 -3.103
H 1.609 -3.957 -4.003
H 1.500 -3.887 -2.250
H 2.409 -0.785 -3.913
H 0.757 -0.174 -4.217
H 1.440 -1.449 -5.215
H -0.865 -3.476 -3.224
H -0.425 -2.920 -4.835
H -1.288 -1.845 -3.738
C 0.231 0.005 6.104
N 1.513 -0.364 5.532
C 1.562 -1.806 5.345
N 0.476 -2.264 4.496
C -0.802 -1.858 5.054
N -0.838 -0.413 5.218
C -0.885 0.319 3.998
P 0.643 0.002 2.873
C 1.835 0.362 4.344
C 0.624 -1.885 3.131
H 0.185 1.085 6.261
H 0.117 -0.494 7.068
H 1.477 -2.288 6.320
H 2.521 -2.088 4.901
H -0.929 -2.331 6.030
H -1.608 -2.179 4.389
H -0.898 1.390 4.232
H -1.797 0.063 3.455
H 1.787 1.432 4.579
H 2.865 0.092 4.088
H 1.544 -2.325 2.727
H -0.210 -2.282 2.548
*
```

Computed properties:
* E_HOMO (alpha / beta): -15.540 / -15.557 eV
* energy relative to the best compared isomer or geometry (same formula, charge and spin): 31.13 kcal/mol
* lowest unoccupied orbital energy (alpha / beta): -8.5 / -9.5 eV

=====

An isolated molecule of C12H17BrFNO in a non-equilibrium geometry, computed with the ωB97M-V functional and the def2-TZVPD basis.

The geometry in ORCA input format:
```
! wB97M-V def2-TZVPD RIJCOSX def2/J DEFGRID3
* xyz 0 1
C 2.210 3.625 2.292
C 1.044 2.733 1.562
C 0.903 1.467 2.219
N 2.004 0.552 1.852
C 3.162 0.579 2.777
C 3.639 -0.979 3.120
O 2.571 -1.567 3.853
C 1.991 -0.008 0.624
C 0.861 -0.520 -0.013
C 0.216 -1.630 0.740
C -0.975 -2.075 0.131
C -1.648 -1.535 -0.793
F -2.810 -2.240 -1.243
C -1.161 -0.561 -1.518
Br -2.133 0.374 -2.612
C -0.016 0.088 -0.846
H 2.123 3.654 3.242
H 2.431 4.638 1.828
H 3.219 3.115 2.020
H 0.144 3.456 1.864
H 1.287 2.644 0.579
H -0.056 0.902 1.904
H 0.819 1.603 3.494
H 3.920 1.066 2.269
H 3.101 1.253 3.482
H 4.401 -1.092 3.956
H 3.950 -1.659 2.341
H 1.646 -1.186 3.379
H 2.290 0.905 -0.078
H 2.833 -0.500 0.470
H 0.975 -2.394 1.283
H -1.411 -3.162 0.740
H 0.521 1.016 -1.420
*
```

Computed properties:
* E_HOMO: -8.228 eV
* energy relative to the best compared isomer or geometry (same formula, charge and spin): 185.72 kcal/mol
* lowest unoccupied orbital energy: 0.0 eV

=====

A cluster of 2 separate species, C5H14O in total in a non-equilibrium geometry, computed with the ωB97M-V functional and the def2-TZVPD basis.

The geometry in ORCA input format:
```
! wB97M-V def2-TZVPD RIJCOSX def2/J DEFGRID3
* xyz 0 1
C -0.371 -2.609 1.275
C 0.169 -1.231 1.757
C 0.476 -0.331 0.526
C -0.553 -0.352 -0.716
C -1.283 0.977 -0.966
H -1.403 -2.549 0.861
H -0.603 -3.351 2.064
H 0.320 -3.063 0.566
H 1.031 -1.447 2.366
H -0.544 -0.620 2.334
H 0.489 0.689 0.910
H 1.441 -0.573 0.068
H 0.175 -0.636 -1.472
H -1.370 -1.069 -0.776
H -2.342 1.022 -0.893
H -0.898 1.603 -0.155
H -1.120 1.321 -1.973
O 2.202 3.907 -2.271
H 2.105 3.458 -1.424
H 2.080 4.853 -2.081
*
```

Computed properties:
* E_HOMO: -10.797 eV
* energy relative to the best compared isomer or geometry (same formula, charge and spin): 29.12 kcal/mol
* lowest unoccupied orbital energy: 0.8 eV